Record 1
2 unconnected molecules or ions with the total composition C5H16NO at a distorted geometry. Source: the Open Molecules 2025 dataset; level of theory: the ωB97M-V functional and the def2-TZVPD basis.

```
23
Properties=species:S:1:pos:R:3:forces:R:3
C 0.998 0.356 1.427 -0.56 -0.09 0.15
O 0.836 -1.083 1.290 0.13 0.84 -0.33
C 1.633 1.005 0.197 0.71 -0.65 0.30
C 1.219 2.454 0.013 -0.27 -0.29 -0.05
H -0.019 0.721 1.618 0.02 0.06 -0.24
H 1.538 0.615 2.341 0.18 -0.24 -0.08
H 1.696 -1.411 1.017 0.19 -0.39 0.12
H 2.723 0.920 0.298 -0.06 0.29 0.19
H 1.490 0.364 -0.687 -0.52 0.31 -0.05
H 1.346 3.007 0.945 0.19 0.07 -0.12
H 1.806 2.906 -0.784 -0.13 0.21 0.08
H 0.149 2.525 -0.228 0.17 0.07 -0.12
C -1.066 -0.930 -2.128 0.40 -0.51 -0.32
N -1.139 -0.559 -0.693 -0.19 0.46 -0.35
C -2.317 -1.131 0.023 -0.29 0.16 0.24
H -0.209 -0.445 -2.596 -0.15 0.13 0.11
H -0.908 -2.002 -2.187 -0.05 -0.10 0.01
H -1.983 -0.682 -2.654 -0.05 0.17 0.17
H -1.215 0.457 -0.662 0.15 0.07 0.22
H -0.254 -0.799 -0.201 -0.24 -0.26 0.17
H -3.168 -0.458 -0.076 0.10 0.00 -0.18
H -2.082 -1.209 1.081 0.09 -0.21 -0.06
H -2.580 -2.088 -0.417 0.17 -0.10 0.15
```
Positions in Å, forces in eV/Å.

Calculated values
molecular weight: 106.189 g/mol
total energy: -8975.48295 eV
Kohn-Sham gap: 11.78 eV
net charge: +1
multiplicity: 1
largest force on an atom: 1.01 eV Å⁻¹

Results of the natural (NBO) charge analysis, in e, for atoms 1 through 8: number 1, C, carries -0.084; number 2, O, carries -0.733; number 3, C, carries -0.446; number 4, C, carries -0.605; number 5, H, carries 0.165; number 6, H, carries 0.208; number 7, H, carries 0.485; number 8, H, carries 0.228



Record 2
A molecular structure, C10H28BaO10 at a distorted geometry. Source: the Open Molecules 2025 dataset; level of theory: the ωB97M-V functional and the def2-TZVPD basis.

```
49
Properties=species:S:1:pos:R:3:forces:R:3
Ba 5.585 -25.293 -3.221 0.70 -0.46 0.27
C 7.084 -25.331 0.201 -1.78 -0.30 1.20
O 7.273 -25.982 -1.001 1.40 -0.23 -2.59
H 5.994 -25.344 0.175 -0.23 0.38 1.29
H 7.465 -26.003 0.970 -0.18 0.59 0.54
H 7.414 -24.297 0.297 0.48 -0.12 -0.21
H 8.209 -26.180 -1.076 0.17 -0.18 -0.40
C 8.110 -28.290 -3.896 0.33 -0.29 0.06
O 6.732 -28.003 -3.632 -0.05 0.69 -0.05
H 8.767 -27.952 -3.095 -0.42 0.15 0.22
H 8.201 -29.376 -3.940 0.34 0.08 -0.31
H 8.432 -27.780 -4.804 0.03 -0.31 -0.13
H 6.269 -28.571 -4.252 -0.40 -0.11 0.07
C 7.568 -22.238 -1.937 -0.24 1.44 0.80
O 6.314 -22.848 -2.241 -0.48 -1.56 0.14
H 8.475 -22.735 -2.280 -0.47 -0.07 -0.40
H 7.383 -21.226 -2.295 1.23 0.14 -0.18
H 7.576 -22.178 -0.848 0.72 0.08 0.05
H 5.837 -22.583 -1.451 -0.81 -0.14 -0.20
C 5.707 -23.451 -6.253 -0.30 -0.23 0.87
O 5.021 -23.128 -5.008 0.00 -0.54 -0.25
H 6.243 -24.370 -6.016 0.32 0.05 -0.32
H 4.990 -23.684 -7.041 0.14 0.33 -0.10
H 6.424 -22.663 -6.483 -0.18 -0.16 -0.27
H 4.302 -22.522 -5.197 -0.06 0.19 0.04
C 9.856 -23.747 -7.197 1.17 0.68 -0.37
O 8.841 -23.979 -6.210 -0.80 -1.12 3.09
C 9.105 -24.676 -5.035 0.06 -1.14 -1.07
O 8.204 -25.151 -4.254 2.68 2.04 -2.48
O 10.440 -24.893 -4.966 -2.24 0.83 0.16
C 11.044 -25.872 -4.119 -0.56 -0.17 0.70
H 9.638 -22.837 -7.755 -0.89 -0.25 0.02
H 9.932 -24.598 -7.873 0.00 0.04 0.20
H 10.824 -23.469 -6.778 -0.06 -0.62 0.33
H 10.725 -25.809 -3.078 -0.20 0.37 0.00
H 12.109 -25.639 -4.141 -0.16 -0.52 -0.32
H 10.705 -26.843 -4.479 0.73 -0.10 -0.11
C 1.754 -28.189 -2.283 0.85 0.48 -0.42
O 2.733 -29.005 -1.642 1.66 -0.90 0.86
C 4.006 -28.627 -1.412 0.02 -1.35 0.49
O 4.494 -27.515 -1.533 -0.46 0.45 -0.61
O 4.722 -29.705 -0.985 -1.70 1.11 -1.17
C 6.072 -29.557 -0.561 0.20 0.26 1.81
H 2.220 -27.892 -3.222 -0.31 0.59 -0.09
H 1.487 -27.358 -1.631 -0.07 0.03 -0.25
H 0.887 -28.794 -2.550 0.24 -0.16 0.48
H 6.512 -30.553 -0.516 0.07 0.15 -0.95
H 6.060 -29.322 0.503 -0.26 0.32 0.21
H 6.646 -28.744 -1.004 -0.20 -0.44 -0.69
```
Positions in Å, forces in eV/Å.

Calculated values
molecular weight: 445.652 g/mol
total energy: -31979.05190 eV
Kohn-Sham gap: 10.31 eV
net charge: +2
multiplicity: 1
largest force on an atom: 4.19 eV Å⁻¹

Results of the natural (NBO) charge analysis, in e, for atoms 1 through 8: number 1, Ba, carries 1.911; number 2, C, carries -0.251; number 3, O, carries -0.772; number 4, H, carries 0.175; number 5, H, carries 0.204; number 6, H, carries 0.174; number 7, H, carries 0.486; number 8, C, carries -0.254



Record 3
A single C21H15NO5 molecule. Source: the Open Molecules 2025 dataset; level of theory: the ωB97M-V functional and the def2-TZVPD basis.

```
42
Properties=species:S:1:pos:R:3:forces:R:3
C 4.644 1.389 -1.974 -0.10 0.42 -0.20
H 4.754 2.184 -1.232 -0.01 -0.07 -0.10
O 5.226 0.181 -1.539 0.09 -0.28 0.21
C 4.800 -0.440 -0.411 -0.13 0.02 0.05
C 5.438 -1.656 -0.145 -0.08 0.12 0.00
C 5.125 -2.413 0.962 0.04 0.03 -0.08
C 4.158 -1.971 1.851 -0.11 0.05 0.07
C 3.519 -0.773 1.611 0.10 0.10 -0.04
C 3.822 -0.005 0.491 0.07 -0.18 0.00
O 3.192 1.228 0.332 0.37 -0.04 0.10
C 1.841 1.292 0.315 -0.68 -0.06 -0.14
C 1.288 2.569 0.465 0.18 -0.12 0.01
C -0.080 2.771 0.426 -0.16 -0.19 -0.03
C -0.894 1.670 0.230 0.58 -0.40 -0.03
C -0.343 0.399 0.067 0.11 0.83 0.12
C 1.015 0.180 0.103 0.15 0.00 -0.05
H 1.423 -0.810 -0.035 0.01 -0.07 0.00
C -1.452 -0.566 -0.134 0.12 -0.37 0.04
O -1.390 -1.757 -0.291 0.09 0.15 0.00
N -2.619 0.195 -0.080 -0.42 -0.12 -0.04
C -2.361 1.555 0.140 -0.15 0.30 -0.02
O -3.196 2.419 0.222 0.16 -0.03 0.01
C -3.919 -0.342 -0.241 -0.38 -0.19 -0.10
C -4.954 0.131 0.555 -0.07 -0.03 0.06
C -6.237 -0.376 0.391 0.42 -0.15 -0.24
C -6.474 -1.371 -0.553 -0.17 0.17 0.22
C -5.434 -1.839 -1.330 0.02 0.09 0.07
C -4.155 -1.327 -1.190 0.15 0.06 -0.04
H -3.348 -1.693 -1.803 0.05 -0.03 -0.03
H -5.620 -2.609 -2.062 -0.02 -0.07 -0.06
H -7.475 -1.757 -0.659 -0.13 -0.06 -0.02
O -7.279 0.069 1.138 -0.22 0.11 0.16
H -6.984 0.779 1.722 -0.02 -0.11 -0.10
H -4.766 0.900 1.290 0.01 0.05 0.03
H -0.503 3.756 0.547 -0.04 0.11 0.01
H 1.964 3.396 0.615 0.08 0.08 0.03
H 2.769 -0.403 2.295 -0.05 0.04 0.05
H 3.907 -2.550 2.725 -0.03 -0.05 0.09
H 5.636 -3.348 1.133 0.06 -0.09 0.00
H 6.188 -1.980 -0.850 0.09 -0.03 -0.09
H 3.585 1.264 -2.220 0.06 0.01 0.03
H 5.190 1.658 -2.878 -0.06 -0.01 0.05
```
Positions in Å, forces in eV/Å.

Calculated values
molecular weight: 361.353 g/mol
total energy: -33748.27564 eV
Kohn-Sham gap: 8.12 eV
SMILES: COc1ccccc1Oc1ccc2c(c1)C(=O)N(c1cccc(O)c1)C2=O
multiplicity: 1
largest force on an atom: 0.85 eV Å⁻¹

Results of the natural (NBO) charge analysis, in e, for atoms 1 through 8: number 1, C, carries -0.243; number 2, H, carries 0.186; number 3, O, carries -0.488; number 4, C, carries 0.251; number 5, C, carries -0.229; number 6, C, carries -0.200; number 7, C, carries -0.229; number 8, C, carries -0.257



Record 4
A single C4H6O2 molecule. Source: the Open Molecules 2025 dataset; level of theory: the ωB97M-V functional and the def2-TZVPD basis.

```
12
Properties=species:S:1:pos:R:3:forces:R:3
O 1.537 -0.807 -1.097 0.06 0.22 -0.13
C 0.304 -0.724 -0.447 -0.24 -0.13 0.08
C 0.218 -0.294 1.061 0.07 -0.06 0.10
C -0.827 0.729 0.631 -0.15 0.04 0.28
O -0.145 1.621 -0.247 0.11 0.09 -0.04
C -0.664 0.408 -0.789 -0.16 -0.21 -0.32
H 1.826 0.091 -1.297 0.07 -0.05 0.12
H -0.194 -1.688 -0.582 0.05 0.09 0.03
H -0.129 -1.092 1.722 0.02 0.12 -0.12
H 1.123 0.165 1.468 -0.12 -0.08 -0.06
H -1.705 1.095 1.154 0.19 -0.01 -0.09
H -1.342 0.499 -1.632 0.07 -0.04 0.14
```
Positions in Å, forces in eV/Å.

Calculated values
molecular weight: 86.090 g/mol
total energy: -8337.92870 eV
Kohn-Sham gap: 10.99 eV
SMILES: O[C@H]1C[C@H]2O[C@@H]12
multiplicity: 1
largest force on an atom: 0.41 eV Å⁻¹

Results of the natural (NBO) charge analysis, in e, for atoms 1 through 8: number 1, O, carries -0.700; number 2, C, carries 0.090; number 3, C, carries -0.451; number 4, C, carries 0.051; number 5, O, carries -0.491; number 6, C, carries 0.002; number 7, H, carries 0.474; number 8, H, carries 0.181



Q: Number 2 is which compound?
A: C10H28BaO10



Q: Among the records above, which one has the highest molecular weight?
A: C10H28BaO10